{
  "formula": "C2H7INS",
  "method": "the ωB97M-V functional and the def2-TZVPD basis",
  "species": ["C", "C", "H", "H", "S", "N", "I", "H", "H", "H", "H", "H"],
  "coordinates": [[0.7779, 1.3293, 0.5640], [-1.1307, -1.1839, 0.1616], [-1.6142, -0.2756, 0.2607], [0.6691, 0.9403, 1.6446], [-1.0993, -2.2822, -1.0718], [0.6333, 0.1278, -0.2448], [2.3701, 2.6969, 0.1633], [1.5267, -0.2922, -0.1019], [-0.2022, 1.8044, 0.5278], [-0.8050, -1.6447, 1.0946], [0.7015, 0.3078, -1.2179], [-1.8272, -1.5278, -1.7801]],
  "total_charge": 1,
  "spin_multiplicity": 1,
  "lumo_energy_ev": -5.5,
  "de_lowest_kj_mol": 178.3
}